Below is a molecular structure, C24H57Hg3N3O16 in a non-equilibrium geometry, with properties calculated with wB97M-V/def2-TZVPD.

Each line ends with the Mulliken charge.
Positions of all 103 atoms, in Å:
Hg 1.15783 -11.58525 14.71242  2.1546
Hg 4.71276 -10.28587 15.56596  3.6564
Hg 3.36376 -9.86208 12.07166  0.9638
C 2.24164 -8.97910 14.71851  0.6535
O 1.47016 -9.39911 13.78871  -0.8330
O 2.17234 -9.58227 15.88251  -0.6712
O 3.45744 -8.80201 14.30128  -0.8612
C 3.70027 -12.16018 13.61329  1.2083
O 4.67016 -11.37416 13.30871  -1.1996
O 2.65413 -11.93287 12.92792  -1.3119
O 3.41038 -12.05770 14.84614  -0.9154
C 7.61948 -13.46100 11.92973  -0.5255
C 7.80010 -14.90765 11.48812  -0.2212
O 8.95699 -15.16013 10.75535  -0.5497
O 6.65421 -13.32193 12.97441  -0.4418
H 7.14950 -12.81643 11.17922  0.3811
H 8.56447 -13.01986 12.26571  0.3862
H 6.91155 -15.14747 10.89650  0.1545
H 7.75539 -15.62276 12.31370  0.2863
H 9.47582 -14.37852 10.55070  0.3138
H 6.21581 -12.46664 12.96289  -0.0515
C 7.98084 -10.47777 15.36074  -0.5229
C 7.81834 -9.71009 14.07579  -0.2887
O 6.56881 -8.96452 14.11088  -0.3975
O 6.88198 -11.38970 15.58250  -0.5213
H 8.00679 -9.68324 16.11580  0.1724
H 8.97543 -10.87188 15.57788  0.4836
H 7.93787 -10.37693 13.21901  0.2145
H 8.53924 -8.89464 14.02526  0.4507
H 6.14495 -8.92078 13.25224  0.1958
H 7.02989 -11.92903 14.78556  0.1685
C -1.09467 -11.02331 12.43161  -0.9494
O -0.47882 -12.00402 13.26369  -0.2711
C -0.99265 -13.29585 13.17342  -1.3114
C 0.03498 -14.29563 13.61729  -0.3543
N 0.56353 -13.89958 14.95316  1.4396
C -0.51277 -13.98309 15.97116  -0.5345
C -0.00132 -13.54884 17.36864  -0.6536
O 0.81502 -12.41642 17.10699  0.0760
C 1.10172 -11.77640 18.40213  -0.8158
H -0.88439 -11.28307 11.39252  0.3364
H -0.61689 -10.05108 12.54936  0.2089
H -2.14223 -10.92381 12.71286  0.3225
H -1.27925 -13.64912 12.17430  0.5369
H -1.99042 -13.38582 13.61837  0.5152
H 0.80425 -14.05669 12.87350  0.1561
H -0.13103 -15.36360 13.48240  0.7140
H 1.13408 -14.70352 15.25547  -1.0631
H -0.90669 -14.98364 16.16364  0.2827
H -1.32761 -13.27036 15.83569  0.4344
H 0.48622 -14.45100 17.75688  0.0151
H -0.85157 -13.49678 18.05288  0.4358
H 1.72536 -12.37463 19.06424  0.2708
H 0.18229 -11.56583 18.95170  0.4851
H 1.49942 -10.79491 18.15164  -0.0483
C 3.95888 -15.98901 11.64376  -0.3448
O 3.85643 -16.69182 12.90732  -0.4660
C 3.10617 -15.93362 13.86198  0.5273
C 2.63497 -16.86214 14.95799  -0.8714
N 2.09066 -16.16672 16.13664  0.3703
C 1.87639 -17.03629 17.24909  -0.9314
C 3.10953 -17.40301 18.08478  -0.7933
O 3.88813 -16.28533 18.44067  -0.1509
C 4.96610 -16.45113 19.35387  -0.7310
H 4.47077 -16.67196 10.97370  0.3965
H 4.61626 -15.12802 11.80512  -0.1115
H 3.06211 -15.48332 11.27968  0.2858
H 2.18312 -15.71265 13.31783  -0.2390
H 3.55369 -15.04289 14.31236  0.0573
H 3.54461 -17.31618 15.37987  0.4202
H 2.10648 -17.75328 14.62090  0.4167
H 2.74951 -15.42786 16.35925  -0.5315
H 1.14143 -17.80114 17.00276  0.5577
H 1.31710 -16.42418 17.97010  0.1760
H 3.78255 -18.09914 17.57002  0.4574
H 2.81598 -17.85735 19.03581  0.5008
H 5.52156 -15.52412 19.21093  0.1541
H 5.54631 -17.32158 19.04125  0.3653
H 4.81463 -16.50993 20.43452  0.3127
C 6.72901 -5.79733 19.60540  -0.8020
O 6.37448 -6.57354 18.45225  -0.3263
C 4.97168 -6.68923 18.30087  -0.8197
C 4.63190 -7.61882 17.12284  -0.7108
N 5.33960 -8.88316 17.34184  -0.4090
C 4.83122 -9.64314 18.55016  -0.7614
C 5.22245 -11.09144 18.50814  -0.8243
O 4.45114 -11.70367 17.52294  0.3197
C 4.47066 -13.15451 17.51014  -1.3034
H 6.56108 -4.76280 19.30036  0.3094
H 7.76427 -5.89259 19.92366  0.2745
H 6.09735 -6.05121 20.45853  0.3448
H 4.49356 -5.70574 18.28560  0.5577
H 4.49700 -7.11316 19.19337  0.3727
H 5.11587 -7.22431 16.22277  0.3176
H 3.58641 -7.61966 16.82522  0.3132
H 6.20740 -8.49448 17.71377  0.4678
H 3.74534 -9.60035 18.65812  0.2795
H 5.29505 -9.13784 19.39779  0.6074
H 5.08349 -11.61384 19.45536  0.5558
H 6.27910 -10.94711 18.24034  0.0704
H 4.35480 -13.59957 18.49806  0.4051
H 5.41864 -13.52964 17.11953  0.4062
H 3.65782 -13.38781 16.82909  -0.2321

Output
* Kohn-Sham gap: 4.13 eV
* charge: +2
* LUMO energy: -9.18 eV